[1]
ORCA calculation (the ωB97M-V functional and the def2-TZVPD basis) on a structure of composition C31H74FGaNO10.

Summary:
- molar mass (Da) = 709.7
- charge = -1
- 2S+1 = 1
- E (Eh) = -4057.376566

```
118
Properties=species:S:1:pos:R:3:forces:R:3
C -0.9877 -2.4456 0.4896 0.0 0.0 0.0
C 0.3703 -2.3508 1.1834 0.0 0.0 0.0
C 1.5208 -2.9097 0.3232 -0.1 -0.1 -0.1
C 2.5478 -1.8660 -0.1173 0.1 0.0 -0.2
C 3.6085 -2.5258 -1.0081 -0.2 -0.1 0.0
Ga 3.3433 -0.7279 1.3501 0.0 0.0 -0.1
O 2.9136 1.0354 0.9420 -0.1 0.1 0.1
O 2.7668 -1.0752 3.0971 0.0 0.0 0.0
C 5.4149 -0.8576 1.5158 0.0 -0.1 0.1
O 6.1734 0.0761 1.6014 0.1 0.3 -0.1
N 6.0178 -2.1800 1.4557 -0.1 0.1 0.4
C 7.3294 -2.3703 1.8840 -0.4 -0.3 -0.5
O 7.9046 -1.9445 2.8161 0.4 0.4 0.4
F 7.9845 -3.2108 1.0297 0.0 -0.1 0.1
H -1.7672 -1.9113 1.0419 0.0 0.0 0.0
H -0.9337 -2.0092 -0.5138 0.0 0.0 0.1
H -1.3068 -3.4878 0.3806 0.0 0.1 0.0
H 0.3246 -2.8779 2.1407 0.0 0.1 0.0
H 0.5763 -1.2995 1.4124 0.0 -0.1 0.0
H 1.0766 -3.3613 -0.5823 0.1 0.0 0.1
H 2.0305 -3.7355 0.8375 0.0 0.1 0.1
H 2.0067 -1.1519 -0.7604 0.1 0.1 0.1
H 3.1274 -3.0243 -1.8616 0.1 0.1 0.0
H 4.3278 -1.8003 -1.3991 0.0 -0.1 0.0
H 4.1739 -3.2916 -0.4638 0.0 0.1 0.0
H 3.1493 1.6121 1.6760 0.1 0.0 -0.1
H 1.9928 -0.5299 3.2705 0.0 -0.1 0.0
H 5.3880 -2.9200 1.7417 0.1 -0.1 -0.4
C -1.0034 -1.6317 -3.7352 0.0 0.0 0.0
C 0.4125 -1.1005 -3.8832 0.0 0.0 0.0
O 1.4185 -2.0795 -3.7125 0.0 0.0 0.0
C 1.4135 -3.1543 -4.6279 0.0 0.0 0.0
C 1.6311 -2.7345 -6.0732 0.0 0.0 0.0
H -1.1052 -2.1765 -2.7959 0.0 0.0 0.0
H -1.7089 -0.7986 -3.7296 0.0 0.0 0.0
H -1.2830 -2.2987 -4.5530 0.0 0.0 0.0
H 0.6159 -0.3699 -3.1006 0.0 0.0 0.0
H 0.5280 -0.5849 -4.8455 0.0 0.0 0.0
H 0.4883 -3.7379 -4.5392 0.0 0.0 0.0
H 2.2307 -3.7981 -4.3007 0.0 0.0 0.0
H 0.7879 -2.1650 -6.4675 0.0 0.0 0.0
H 1.7555 -3.6190 -6.7004 0.0 0.0 0.0
H 2.5287 -2.1201 -6.1566 0.0 0.0 0.0
C 0.5700 2.5963 -1.0644 0.0 0.1 -0.1
C -0.4684 1.4941 -1.1055 0.1 0.0 0.0
O -1.7937 1.9252 -0.8135 0.0 0.0 -0.1
C -2.3202 2.9129 -1.6770 0.0 0.0 0.0
C -2.4193 2.4750 -3.1301 0.0 0.0 0.0
H 0.5271 3.1261 -0.1118 0.0 0.0 0.0
H 1.5655 2.1607 -1.1563 0.0 0.0 0.1
H 0.4328 3.3234 -1.8696 0.0 0.0 0.0
H -0.2414 0.7430 -0.3484 0.0 0.0 0.0
H -0.4463 0.9899 -2.0790 -0.1 0.0 0.1
H -1.7379 3.8396 -1.6075 0.0 0.0 0.0
H -3.3166 3.1238 -1.2832 0.0 0.0 0.0
H -1.4364 2.3498 -3.5865 0.0 0.0 0.0
H -2.9577 3.2296 -3.7066 0.0 0.0 0.0
H -2.9590 1.5289 -3.2053 0.0 0.0 0.0
C -5.9299 3.3087 3.8237 0.0 0.0 0.0
C -5.7418 2.6424 2.4709 0.0 -0.1 0.0
O -4.9239 3.3707 1.5742 0.0 0.0 0.0
C -3.5802 3.5668 1.9963 0.1 0.0 0.0
C -2.8104 2.2823 2.2379 -0.1 -0.1 0.0
H -6.2754 4.3365 3.6984 0.0 0.0 0.0
H -6.6727 2.7564 4.4017 0.0 0.0 0.0
H -5.0064 3.3271 4.4040 0.0 0.0 0.0
H -6.7049 2.5543 1.9661 0.0 0.0 0.0
H -5.3620 1.6236 2.6031 0.0 0.0 0.0
H -3.5489 4.2090 2.8852 0.0 0.0 0.0
H -3.1170 4.1246 1.1816 0.0 0.0 0.0
H -3.1671 1.7413 3.1165 0.0 0.0 0.0
H -1.7569 2.5146 2.3992 0.0 0.0 0.0
H -2.8782 1.6319 1.3656 0.0 0.0 0.0
C 5.3002 -5.5971 6.3562 0.0 0.0 0.0
C 6.7098 -6.1586 6.4488 0.0 0.0 0.0
O 7.3948 -6.2101 5.2116 0.0 0.0 0.0
C 7.5919 -4.9533 4.5740 0.0 0.0 -0.1
C 8.4213 -3.9665 5.3732 0.0 0.0 0.1
H 4.7287 -6.1266 5.5925 0.0 0.0 0.0
H 4.7922 -5.7164 7.3147 0.0 0.0 0.0
H 5.2937 -4.5349 6.1111 0.0 0.0 0.0
H 6.6751 -7.1945 6.7902 0.0 0.0 0.0
H 7.2907 -5.5948 7.1889 0.0 0.0 0.0
H 6.6271 -4.5045 4.3116 0.0 0.0 0.0
H 8.0981 -5.1924 3.6386 0.0 0.0 0.0
H 7.9044 -3.6263 6.2722 0.0 0.0 0.0
H 8.6206 -3.0930 4.7548 0.0 0.0 0.0
H 9.3695 -4.4176 5.6729 0.0 0.0 0.0
C 3.3876 6.0042 -4.3992 0.0 0.0 0.0
C 2.3336 4.9106 -4.4293 0.0 0.0 0.0
O 1.0245 5.3634 -4.1228 0.0 0.0 0.0
C 0.4860 6.3358 -4.9966 0.0 0.0 0.0
C 0.3394 5.8629 -6.4340 0.0 0.0 0.0
H 3.3493 6.5405 -3.4502 0.0 0.0 0.0
H 4.3782 5.5606 -4.5058 0.0 0.0 0.0
H 3.2594 6.7259 -5.2078 0.0 0.0 0.0
H 2.5532 4.1641 -3.6663 0.0 0.0 0.0
H 2.3455 4.3953 -5.3969 0.0 0.0 0.0
H 1.0759 7.2598 -4.9612 0.0 0.0 0.0
H -0.4957 6.5670 -4.5816 0.0 0.0 0.0
H 1.3051 5.7116 -6.9180 0.0 0.0 0.0
H -0.2077 6.6081 -7.0137 0.0 0.0 0.0
H -0.2121 4.9221 -6.4688 0.0 0.0 0.0
C -10.7065 0.0091 2.3006 0.0 0.0 0.0
C -9.3964 0.7704 2.1829 0.0 0.0 0.0
O -8.2526 0.0004 2.5001 0.0 0.0 0.1
C -8.0098 -1.1230 1.6696 0.0 0.0 0.0
C -7.7824 -0.7709 0.2094 0.0 0.0 0.0
H -10.7854 -0.4622 3.2813 0.0 0.0 0.0
H -11.5446 0.6968 2.1771 0.0 0.0 0.0
H -10.8013 -0.7661 1.5391 0.0 0.0 0.0
H -9.3809 1.5955 2.8962 0.0 0.0 0.0
H -9.3028 1.2099 1.1827 0.0 0.0 0.0
H -8.8194 -1.8564 1.7655 0.0 0.0 0.0
H -7.1112 -1.5804 2.0834 0.0 0.0 0.0
H -8.6875 -0.3964 -0.2713 0.0 0.0 0.0
H -7.4620 -1.6589 -0.3369 0.0 0.0 0.0
H -7.0048 -0.0111 0.1190 0.0 0.0 0.0
```
Forces are in eV/Å.

[2]
ORCA calculation (the ωB97M-V functional and the def2-TZVPD basis) on a cluster of 10 separate species, C31H75N10O10 in total.

Summary:
- molar mass (Da) = 748.0
- charge = +1
- 2S+1 = 1
- E (Eh) = -2525.538180

```
126
Properties=species:S:1:pos:R:3:forces:R:3
C -1.0824 -0.7938 1.4507 -0.6 2.6 0.4
C -0.6181 -0.5794 -0.0430 -0.6 -0.1 0.5
C 0.8887 -0.4407 -0.0344 1.4 0.9 -3.9
O 1.2167 0.8006 0.4791 -2.2 0.1 0.2
C 2.4961 1.1712 0.3670 3.4 0.3 -2.4
N -0.9118 -1.7473 -0.8318 0.4 -1.8 -0.8
H -1.8653 -1.7626 -1.1962 -0.2 -0.4 0.1
H -0.2759 -1.8152 -1.6049 0.4 0.5 -1.6
H -0.6236 -2.6570 -0.4398 -0.9 0.1 0.7
H -0.6499 0.1801 1.8065 0.0 -1.1 0.7
H -0.7007 -1.6845 2.1268 -0.6 1.8 -2.0
H -2.1742 -0.4659 1.5908 1.2 -1.3 -0.3
H -1.1781 0.1956 -0.7121 1.3 -0.5 2.2
H 1.4260 -0.6514 -1.1316 -1.8 1.3 1.5
H 1.4454 -1.2415 0.3436 0.3 -1.4 2.2
H 3.1965 0.6202 0.8904 1.1 -2.6 1.4
H 2.8315 2.0680 0.7924 -1.1 2.2 0.4
H 2.9854 1.1576 -0.6635 -1.3 0.1 0.5
C 1.9514 -4.3796 -0.1639 -0.8 2.0 1.0
C 0.7421 -4.0579 0.7245 3.2 -1.5 1.4
O 1.0033 -3.5678 1.7952 -0.9 0.9 1.2
N -0.5062 -4.3770 0.3473 -0.6 -1.2 -5.2
C -1.6928 -4.4039 1.1632 3.0 5.6 0.7
H 2.7827 -5.0111 -0.0334 0.1 -1.9 1.4
H 2.5419 -3.4921 -0.2545 -0.1 1.3 0.1
H 1.5946 -4.5082 -1.0881 -1.1 -0.9 -4.0
H -0.6123 -4.9077 -0.5582 0.6 0.9 1.4
H -2.4160 -4.9112 0.7286 -3.4 -2.1 -2.3
H -1.9830 -3.2844 1.3794 0.3 -2.5 0.3
H -1.2506 -4.9941 1.8565 -0.2 -1.2 4.1
C -3.9849 -5.0218 -2.4621 -0.4 0.1 1.4
C -3.8713 -3.7337 -1.4403 -0.4 -4.1 -6.1
O -3.2471 -2.7970 -1.7931 2.8 3.8 -0.7
N -4.6300 -3.7585 -0.4374 -5.9 -5.1 5.6
C -5.0137 -2.6765 0.4001 -6.9 -0.8 -10.6
H -5.0262 -5.1597 -2.8821 1.0 0.2 1.0
H -3.7181 -5.8115 -1.7358 -0.4 -0.4 -0.8
H -3.3187 -5.1129 -3.3526 -0.1 0.8 1.1
H -5.3453 -4.6403 -0.1589 3.2 2.7 -1.8
H -4.5690 -2.5393 1.1401 7.7 1.5 11.7
H -6.0353 -2.8393 0.7136 -0.4 0.3 -0.3
H -4.8945 -1.7867 -0.1724 -0.4 1.0 -0.5
C -1.2715 1.7830 -4.7193 0.7 0.4 -1.4
C -2.1746 1.0295 -3.8166 -2.9 -0.1 -1.5
O -1.7621 0.3497 -2.9263 1.0 -1.1 2.1
N -3.5386 0.9983 -4.1254 -0.2 2.1 -0.5
C -4.5516 0.3565 -3.2960 -0.2 -2.1 0.8
H -0.4557 1.0144 -4.9353 -1.0 1.3 -0.1
H -0.7680 2.6120 -4.1481 -0.6 -0.7 -0.7
H -1.8186 2.1631 -5.6727 1.3 -0.6 1.7
H -3.9271 1.5500 -4.9229 0.9 -0.6 1.2
H -4.6423 -0.6489 -3.7394 0.4 -0.4 1.0
H -5.6012 0.6163 -3.4506 0.4 1.4 -0.2
H -4.3974 0.3134 -2.1442 0.3 0.2 -2.2
C 2.9253 6.6433 0.0764 -4.1 -0.9 2.4
C 2.5481 5.6315 -0.9705 -0.5 -1.5 4.6
O 2.6595 4.4442 -0.6830 0.7 -0.5 -1.0
N 1.8192 6.0609 -1.9532 -2.7 4.0 -4.0
C 1.3600 5.1202 -2.9826 0.0 -0.2 -1.2
H 2.8352 6.1776 1.1958 0.9 1.2 -3.1
H 2.1740 7.4728 0.0090 0.4 -0.6 0.4
H 3.7502 7.0683 -0.3103 3.7 1.5 -0.1
H 1.5695 7.1736 -2.0351 1.0 -4.2 0.2
H 2.1542 4.8323 -3.6706 1.0 -1.0 1.0
H 0.8764 5.5486 -3.8526 -1.3 1.2 0.7
H 0.7599 4.2338 -2.6562 0.8 0.9 0.2
C -0.8696 -2.7046 -4.7051 -0.3 -2.3 6.0
C 0.4241 -2.2804 -4.0928 -0.2 -0.8 3.3
O 0.8393 -2.6949 -2.9862 -0.5 -0.2 -0.6
N 1.0799 -1.3312 -4.6844 0.2 3.8 -3.9
C 2.3721 -0.7676 -4.3948 -1.3 5.0 1.5
H -0.8562 -3.8257 -4.6554 -0.5 1.1 -0.1
H -0.8074 -2.3622 -5.6015 -0.5 1.8 -6.1
H -1.7194 -2.2223 -4.1250 0.9 -0.9 -0.6
H 0.7526 -0.8990 -5.5732 -0.3 -1.1 1.1
H 2.9758 -1.5138 -4.4867 4.3 -4.5 -0.1
H 2.5320 -0.2843 -3.3820 -0.7 -0.8 -1.0
H 2.7707 0.0121 -5.1282 -1.4 -1.0 0.6
C 10.1123 1.3486 0.2768 1.3 -1.7 -0.2
C 8.7823 1.4599 0.9743 -2.5 -1.3 4.5
O 8.6526 1.2013 2.2489 0.8 1.0 -4.9
N 7.6504 1.8555 0.2954 2.1 0.3 -3.8
C 6.3090 1.9641 0.8070 3.5 0.0 1.7
H 10.1309 1.5422 -0.8526 -0.1 0.4 1.8
H 10.5878 0.2460 0.3424 -1.4 2.5 0.3
H 10.7208 2.0099 0.9645 -0.1 -0.6 -1.5
H 7.7334 1.9580 -0.8177 -0.1 -0.3 3.7
H 5.7535 2.3486 0.1007 -3.0 1.8 -3.9
H 6.1428 2.5735 1.6366 0.6 1.4 1.5
H 5.9401 1.0790 1.1061 -1.2 -3.5 0.8
C 0.0776 3.8084 1.7880 -2.2 0.3 -3.7
C -0.6401 3.3117 3.0227 2.8 2.2 3.2
O -0.2904 3.7821 4.1485 -0.9 -0.9 -2.3
N -1.5536 2.3665 2.9262 0.7 -0.9 -6.0
C -2.3179 1.9403 3.9539 -1.8 1.7 3.6
H -0.2129 3.0876 0.8657 0.9 1.6 1.9
H 1.1727 3.8928 1.8211 -0.5 -0.1 0.4
H -0.3612 4.8727 1.4505 1.0 -2.2 1.0
H -1.8764 2.0715 1.9257 0.9 0.9 2.4
H -3.2252 2.6097 3.9975 0.6 -0.6 0.9
H -1.7519 1.8499 4.8935 -0.2 1.0 -0.1
H -2.6500 0.9757 3.9045 -1.0 -2.7 -1.1
C -2.3819 3.3602 -1.3619 -1.4 2.1 -2.2
C -3.2452 2.6212 -0.4010 1.9 -0.3 2.6
O -2.7446 1.8559 0.4784 -1.4 0.8 -2.1
N -4.5113 2.9488 -0.4186 -1.9 -1.5 1.0
C -5.5756 2.4233 0.4735 2.0 7.6 1.1
H -1.4873 2.8373 -1.3985 2.1 -0.5 0.1
H -2.2442 4.5254 -1.2549 -0.3 -2.5 0.4
H -2.8337 3.2268 -2.3972 0.4 0.3 1.0
H -4.8891 3.4563 -1.1430 -0.2 1.4 -2.0
H -5.1187 2.6835 1.4543 -1.2 -0.7 -0.1
H -5.7199 1.4843 0.3132 -1.1 -5.9 -0.7
H -6.4775 3.0714 0.2448 1.0 -1.0 0.6
C -0.2608 -3.6894 5.5546 -4.9 -2.8 -1.0
C 0.7404 -3.4366 6.5418 -2.2 -1.1 0.1
O 1.7766 -3.0389 6.2317 6.6 2.9 -1.7
N 0.5183 -3.8384 7.7786 2.8 2.2 0.7
C 1.5290 -3.7625 8.8218 -1.6 1.5 2.1
H -0.2084 -4.8060 5.3468 -0.1 1.0 0.3
H -0.3747 -3.2872 4.5368 1.0 0.7 0.8
H -1.2566 -3.5768 6.0876 0.6 -0.1 -0.9
H -0.2761 -4.1989 8.0928 -4.1 -1.6 1.0
H 0.7892 -3.7641 9.7878 2.7 -0.5 -1.8
H 2.3052 -2.9261 8.9079 -1.9 -0.4 -0.6
H 2.1363 -4.5775 8.5817 1.1 -1.8 1.0
```
Forces are in eV/Å.

[3]
ORCA calculation (the ωB97M-V functional and the def2-TZVPD basis) on a structure of composition C31H77N2O21Sr2.

Summary:
- molar mass (Da) = 989.2
- charge = -1
- 2S+1 = 1
- E (Eh) = -2978.606486

```
133
Properties=species:S:1:pos:R:3:forces:R:3
Sr -0.9994 4.7885 -0.6456 0.4 1.5 0.8
Sr 1.6608 3.4105 1.9984 0.6 -0.9 -0.7
C 3.1324 4.5571 -2.1004 0.1 1.9 -1.5
C 2.5720 4.0703 -0.8418 2.7 -3.3 0.9
O 1.5628 4.5453 -0.3382 -3.5 2.4 0.7
O 3.1452 3.1151 -0.2650 0.2 -0.1 0.0
H 4.1934 4.4150 -2.3058 -0.2 -0.8 0.3
H 3.0132 5.6405 -2.0895 -0.2 0.2 -0.2
H 2.5101 4.2179 -2.9285 0.1 -0.1 -0.1
C -0.5581 0.2400 0.1289 -0.1 -0.4 -0.1
C -0.3694 1.4175 1.0131 1.1 -0.1 0.0
O 0.2521 1.1664 2.0726 -0.1 0.8 0.9
O -0.6313 2.5639 0.5606 -0.4 -0.1 0.8
H -0.3443 -0.6638 0.6994 -0.5 -0.1 -0.1
H 0.2718 0.3381 -0.5709 -0.4 0.0 -0.4
H -1.5495 0.2848 -0.3219 0.2 -0.3 -0.4
C -2.3886 7.5023 -4.1367 -1.1 -0.2 0.7
C -2.0132 6.6495 -2.8799 0.7 -0.8 -1.6
O -0.8240 6.6733 -2.5659 1.9 0.5 0.6
O -2.8144 5.8704 -2.3094 -1.4 0.1 0.0
H -1.6346 7.8025 -4.8644 0.6 -0.3 0.7
H -2.7961 8.4132 -3.6983 -0.3 0.2 -0.3
H -3.1578 7.0002 -4.7234 -0.3 0.0 0.3
C 3.8283 -0.1141 3.6497 -0.3 -1.5 0.7
C 4.4754 1.0681 2.9902 2.2 0.9 0.0
O 5.6918 1.3184 3.0621 0.8 -1.6 1.1
O 3.7606 1.8498 2.3717 -3.8 1.9 -1.2
H 4.3258 -1.0619 3.4440 0.4 0.0 -0.2
H 2.7846 -0.2965 3.3939 -0.1 0.5 -0.3
H 3.8641 -0.0547 4.7375 0.1 0.3 0.1
C 0.2232 7.3261 3.0891 0.9 0.8 0.0
C -0.2352 6.5083 1.9442 -1.8 -2.1 -0.4
O -0.1088 5.2326 2.0340 1.2 -0.3 0.5
O -0.8759 6.9634 0.9996 0.0 1.4 -0.8
H -0.4850 8.1056 3.3702 -0.3 -0.5 0.2
H 1.0634 7.9266 2.7405 0.4 -0.1 0.1
H 0.5458 6.6483 3.8794 -0.2 0.4 0.2
C 4.8907 0.3785 -2.2697 -0.6 -0.9 -0.1
O 5.4086 1.5521 -1.7922 0.3 1.6 0.6
H 3.8947 0.1643 -1.8821 -0.1 0.6 0.4
H 4.7525 0.4640 -3.3475 0.3 -0.7 -0.4
H 5.5004 -0.4431 -1.8937 0.2 -0.5 -0.7
H 6.2597 1.6981 -2.2116 0.0 0.0 0.1
C -4.4105 2.0361 2.7918 0.2 -0.1 1.8
O -3.3288 2.8637 2.4598 0.1 0.4 -0.4
H -4.0366 1.1257 3.2602 -0.1 -0.4 -0.3
H -4.8504 2.5672 3.6360 -0.5 0.0 -0.1
H -5.1980 1.8257 2.0681 0.4 0.2 -0.5
H -2.6271 2.4231 1.9750 0.1 -0.2 -0.3
C -2.2836 -2.2854 3.1407 -0.6 -1.5 -1.5
O -2.8208 -2.1332 4.3941 -0.5 1.1 2.1
H -1.3965 -1.6763 2.9672 0.0 -0.1 0.3
H -2.1302 -3.3595 3.0356 1.1 -0.1 -0.5
H -3.0177 -2.1015 2.3562 -0.1 0.7 -0.3
H -3.7389 -2.4128 4.4182 0.1 0.0 -0.1
O 0.3159 0.0506 5.2167 0.0 -0.1 0.3
H 0.4828 0.1623 4.2808 0.2 0.3 -0.6
H 0.3822 -0.8933 5.3613 -0.1 -0.2 0.1
O 1.5567 3.0836 4.6248 0.2 0.3 -0.3
H 2.2658 3.2237 5.2523 0.4 -0.2 0.0
H 0.7934 3.4959 5.0291 -0.7 -0.1 0.2
O -0.6881 3.0442 -2.3058 0.6 0.5 -0.5
H -0.3959 2.2255 -2.7064 0.2 -0.2 0.1
H -1.6314 2.9311 -2.1892 -0.7 -0.4 -0.2
O -1.2214 2.3331 5.3555 -0.3 0.9 0.3
H -0.6398 1.6214 5.6227 0.2 -0.6 0.0
H -1.4678 2.1168 4.4562 0.0 0.0 -0.3
O -3.2264 4.8452 0.6834 -0.3 0.3 -0.5
H -3.8745 5.5465 0.6168 0.1 0.4 -0.3
H -3.4147 4.4234 1.5218 0.2 -0.6 0.5
O -3.2482 2.4484 -1.4212 0.1 0.0 0.1
H -4.1807 2.6163 -1.5574 -0.2 0.4 0.0
H -3.1351 1.5251 -1.6469 0.2 -0.4 0.0
C 2.7140 -4.9715 1.6734 0.1 -0.2 0.5
C 1.3741 -4.2396 1.9209 0.5 1.6 -0.2
C 0.6295 -4.1572 0.6263 -0.1 -1.8 -1.0
C 0.0976 -5.5158 0.1759 -1.8 -0.2 1.4
C -0.9588 -6.0962 1.2344 2.0 0.4 -1.4
C -0.2585 -6.1539 2.6386 -0.4 0.6 0.1
N 0.4628 -4.8582 2.8783 -0.3 1.0 1.4
O 1.1263 -4.8054 4.1972 -1.2 -0.7 -1.5
C -1.4208 -6.2924 3.7235 0.7 -0.3 0.2
C 0.7363 -7.3660 2.6579 -1.7 -0.2 0.6
C 1.7014 -2.7188 2.2899 -0.7 -1.3 1.4
H 2.6658 -5.6058 0.7883 0.0 -0.2 0.2
H 2.9853 -5.5588 2.5506 0.1 -0.4 -0.2
H 3.5716 -4.3111 1.5445 -0.3 0.3 -0.1
H -0.2704 -3.5467 0.7016 0.4 0.6 -0.1
H 1.3642 -3.8979 -0.1360 -0.3 0.9 -0.1
H 0.8244 -6.3241 0.0949 0.3 0.4 -0.5
H -0.4458 -5.3311 -0.7508 0.2 -0.5 -0.3
H -1.1377 -7.0796 0.7997 -0.1 -0.5 0.7
H -1.9208 -5.5957 1.1248 0.2 0.5 0.7
H -2.3471 -5.7424 3.5574 0.3 0.3 -0.8
H -1.7296 -7.3348 3.8017 0.1 -0.2 -0.2
H -1.1728 -5.9933 4.7419 0.7 0.0 -0.1
H 1.4871 -7.2881 3.4442 0.1 0.1 -0.2
H 0.0796 -8.1830 2.9571 0.3 -0.4 0.0
H 1.1537 -7.6605 1.6950 0.2 0.5 0.1
H 0.8125 -2.1006 2.1646 0.2 0.2 -0.8
H 2.6284 -2.3756 1.8306 -0.5 0.2 -0.4
H 1.8262 -2.5887 3.3649 0.5 -0.4 0.2
H 1.9762 -5.1904 3.9713 0.5 -0.2 0.5
C -3.2574 -0.6700 -4.8276 0.5 1.2 1.1
C -1.9347 -1.3096 -4.3599 -0.6 -1.2 1.0
C -1.7044 -2.5155 -5.3395 2.9 1.7 0.6
C -0.2128 -2.9437 -5.1579 -1.2 -0.1 -0.7
C 0.7907 -1.8456 -5.3076 -0.1 -0.3 -0.2
C 0.5799 -0.6698 -4.3785 1.6 0.0 -1.3
N -0.8240 -0.3213 -4.3455 -1.3 -0.3 -1.9
O -1.1924 0.8978 -3.6691 0.6 -1.6 -0.4
C 1.1967 -0.8182 -2.9998 -0.5 0.3 -0.1
C 1.4196 0.4289 -5.1459 -1.9 1.0 1.4
C -2.1540 -1.8984 -2.9327 -0.8 0.3 0.1
H -3.4170 0.1568 -4.1354 -0.4 0.2 0.0
H -4.1370 -1.3072 -4.7360 0.3 -0.3 -0.1
H -3.2058 -0.2122 -5.8155 0.2 -0.3 -0.2
H -2.3371 -3.3830 -5.1517 -0.3 0.5 -0.1
H -1.7771 -2.0644 -6.3290 -0.4 -0.5 -0.3
H 0.0282 -3.6459 -5.9560 0.0 -0.8 0.5
H -0.1245 -3.3046 -4.1331 0.2 -0.7 -0.2
H 0.9186 -1.4464 -6.3138 -0.8 -0.2 -0.4
H 1.7750 -2.2915 -5.1650 0.2 0.1 0.6
H 2.2800 -0.8886 -3.0980 -0.1 0.2 0.3
H 0.8447 0.1035 -2.5365 0.8 0.0 0.6
H 0.8244 -1.6315 -2.3768 -0.1 -0.2 -0.2
H 0.8764 0.7845 -6.0215 -0.1 -0.3 -0.1
H 1.3193 1.2361 -4.4204 1.1 0.7 -0.3
H 2.4354 0.1863 -5.4581 -0.1 -0.2 0.6
H -2.9751 -2.6109 -3.0120 0.1 -0.4 0.2
H -2.5148 -1.1722 -2.2042 0.0 0.5 -0.2
H -1.3078 -2.3345 -2.4018 0.2 -0.3 -0.6
H -1.3989 1.4493 -4.4273 -0.1 0.5 0.0
```
Forces are in eV/Å.